(1)
# C7H16O

A cluster of 2 separate species, C7H16O in total (ωB97M-V/def2-TZVPD, the Open Molecules 2025 dataset).

Geometry as XYZ:
```
24
Properties=species:S:1:pos:R:3:forces:R:3:lowdin_charge:R:1
C 0.0111 1.9929 -2.4040 -0.2 -0.7 -0.5 0.00
C -0.9333 1.0875 -2.1705 -0.1 0.7 1.0 -0.19
C -1.6667 1.0499 -0.8548 -1.4 -0.2 -0.6 -0.23
C -1.3517 -0.1851 -0.0094 1.4 0.6 0.7 -0.22
C -0.9254 0.1861 1.4184 -1.8 0.4 1.2 -0.23
C -0.5112 -0.9700 2.3618 1.6 0.2 -1.7 -0.23
C 0.2626 -2.0336 1.5780 0.2 -1.1 -0.9 -0.14
H 0.4621 2.5276 -1.5785 -0.3 0.5 -0.1 0.06
H 0.3590 2.1619 -3.4115 0.5 -0.1 0.0 0.05
H -1.3007 0.3514 -2.8743 0.1 0.3 -0.5 0.10
H -2.7314 1.0455 -1.1544 0.2 -0.3 0.1 0.11
H -1.6528 2.0011 -0.3211 0.8 -0.1 0.2 0.11
H -0.4346 -0.5945 -0.4405 -0.4 -0.6 -0.3 0.09
H -2.1681 -0.9033 0.0359 0.1 -0.2 -0.2 0.12
H -0.2294 1.0222 1.4443 0.4 -0.2 -0.3 0.11
H -1.8326 0.6029 1.8978 0.3 0.2 -0.2 0.11
H 0.2388 -0.6180 3.0747 -0.6 0.3 0.4 0.10
H -1.3780 -1.3741 2.8647 -0.1 -0.3 0.2 0.10
H 0.5546 -2.8907 2.1883 0.0 0.1 0.1 0.07
H -0.2368 -2.4345 0.6903 -0.8 -0.2 0.5 0.06
H 1.1628 -1.7211 1.0291 0.2 0.7 0.8 0.07
O 5.0635 -0.2250 -0.8376 -1.2 0.2 -0.5 -0.07
H 4.0903 -0.3144 -0.8461 0.6 -0.2 0.5 0.04
H 5.1478 0.2353 -1.6805 0.6 0.1 0.0 0.03
```
Forces are in eV/Å.

The max |F| comes out at 0.0449 Eh/bohr. As for the total charge: 0. Its molar mass is 116.2 u. As for the HOMO-LUMO gap: 10.21 eV. For the energy above the lowest of the compared OMol25 structures with the same formula, charge and spin, the calculation gives 39.5 kcal per mole. For the HOMO energy, the calculation gives -9.59 eV.

(2)
# C7H16OP2

An isolated molecule of C7H16OP2 (ωB97M-V/def2-TZVPD, the Open Molecules 2025 dataset).

Geometry as XYZ:
```
26
Properties=species:S:1:pos:R:3:forces:R:3:lowdin_charge:R:1
C -3.7496 1.4632 -0.5653 0.2 0.2 -1.3 -0.13
C -2.3645 1.4432 0.0308 0.3 -0.9 0.0 -0.30
C -1.7494 0.0558 -0.1701 0.3 -2.3 3.2 -0.20
C -0.3555 -0.0778 0.5341 -2.7 0.4 0.4 -0.27
C 0.1371 -1.4709 0.6899 0.9 -0.3 0.8 -0.27
C 0.9699 -1.9189 -0.5203 1.5 0.8 -0.1 -0.24
C 3.1851 -0.2634 0.3535 -0.4 0.3 -2.3 -0.65
O 2.2670 -0.0203 -2.3060 0.0 0.3 -0.8 -0.35
P 2.2073 -0.5749 -0.9587 0.3 -1.0 2.5 0.72
P 4.3622 1.0785 0.5028 -0.8 0.9 2.5 0.72
H -4.0110 2.5371 -0.5279 -0.5 -0.5 -1.2 0.08
H -3.7473 0.8314 -1.5389 -0.3 1.9 1.1 0.11
H -4.4882 0.9959 0.0669 0.0 -0.4 0.5 0.06
H -2.4979 1.8078 1.0567 0.4 -0.9 0.3 0.11
H -1.6417 2.1805 -0.3311 -0.4 0.1 -0.8 0.11
H -2.3498 -0.7967 0.4293 0.6 2.0 -1.5 0.15
H -1.6647 -0.3211 -1.2001 -0.3 0.6 0.1 0.11
H -0.3954 0.4392 1.4932 -0.3 -0.2 0.2 0.12
H 0.3349 0.4988 0.0245 1.5 1.3 -1.3 0.04
H -0.6760 -2.1587 0.8259 -0.6 -0.4 0.0 0.10
H 0.6613 -1.4840 1.6855 0.2 -0.4 -1.2 0.12
H 0.4492 -2.2191 -1.4363 -0.2 0.3 0.4 0.09
H 1.6752 -2.7026 -0.2706 -0.2 -0.6 0.1 0.07
H 2.9437 -0.6334 1.3077 -0.6 -0.9 0.8 -0.01
H 5.3113 0.4005 1.3234 -0.3 0.1 0.2 -0.10
H 5.1869 0.9099 -0.4985 1.4 -0.4 -2.6 -0.18
```
Forces are in eV/Å.

The max |F| comes out at 0.0769 Eh/bohr. As for the total charge: 0. Its molar mass is 178.2 u. As for the HOMO-LUMO gap: 8.86 eV. For the energy above the lowest of the compared OMol25 structures with the same formula, charge and spin, the calculation gives 3.0 kcal per mole. For the HOMO energy, the calculation gives -8.12 eV.

(3)
# C7H16OSi

A structure of composition C7H16OSi (ωB97M-V/def2-TZVPD, the Open Molecules 2025 dataset).

Geometry as XYZ:
```
25
Properties=species:S:1:pos:R:3:forces:R:3:lowdin_charge:R:1
C -2.1159 0.3414 0.3616 0.9 2.0 -0.7 -0.33
C -1.5560 -0.7063 -0.2276 2.9 -0.9 0.0 -0.09
C -3.5117 0.7769 0.2157 -0.9 1.1 0.0 -0.15
C 2.4662 -0.6620 2.1966 -0.3 2.7 -0.1 -0.17
C 0.9143 1.7491 -1.6846 1.7 -0.1 1.8 -0.18
C 1.0180 -0.8687 1.6113 2.5 0.0 -0.9 -0.29
C 1.0545 0.2477 -1.8026 0.1 0.9 -0.4 -0.31
O 1.2129 -2.2248 -1.1236 1.8 2.2 0.9 -0.14
Si 0.7837 -0.8469 -0.3130 -4.2 -0.3 0.1 0.67
H -1.5876 1.2406 0.7564 0.7 -1.2 0.1 0.09
H -2.1939 -1.4796 -0.7302 0.5 0.7 0.4 0.05
H -3.7516 1.2573 -0.7324 0.4 -0.2 -0.4 0.08
H -3.8208 1.5705 0.9174 0.1 -0.7 0.3 0.08
H -4.1005 -0.0876 0.2717 -1.5 -1.0 0.3 0.05
H 2.4753 -0.6963 3.2973 -0.1 -0.4 -0.4 0.06
H 3.1840 -1.3393 1.7841 0.4 -0.5 -0.1 0.04
H 2.8764 0.4176 1.9949 -0.8 -1.9 0.1 0.09
H 1.5900 2.1311 -0.9082 0.4 0.2 -0.4 0.07
H 1.0637 2.2816 -2.5869 0.2 0.5 -1.0 0.06
H -0.0030 2.0175 -1.2647 -1.9 0.3 0.3 0.03
H 0.3635 -0.1859 2.1386 -0.6 -0.2 -0.3 0.05
H 0.7868 -1.9355 1.7340 -0.5 0.3 0.4 0.06
H 2.0153 -0.0023 -2.3496 -1.4 -0.1 0.4 0.10
H 0.0814 0.0057 -2.3080 1.3 -0.7 -0.2 0.08
H 0.7548 -3.0018 -1.2481 -1.6 -2.4 0.0 0.02
```
Forces are in eV/Å.

The max |F| comes out at 0.0824 Eh/bohr. As for the total charge: 0. Its molar mass is 144.3 u. As for the HOMO-LUMO gap: 9.35 eV. For the energy above the lowest of the compared OMol25 structures with the same formula, charge and spin, the calculation gives 60.7 kcal per mole. For the HOMO energy, the calculation gives -8.66 eV.

(4)
# C7H17AlBBeCl4F8KNO8P2

A structure of composition C7H17AlBBeCl4F8KNO8P2 (ωB97M-V/def2-TZVPD, the Open Molecules 2025 dataset).

Geometry as XYZ:
```
51
Properties=species:S:1:pos:R:3:forces:R:3:lowdin_charge:R:1
N -2.8299 1.1409 1.4599 0.4 -1.5 1.2 0.17
C -3.1212 2.0380 0.3693 -1.6 1.6 1.2 -0.10
C -2.8539 1.3331 -1.0230 0.1 -0.9 -1.0 -0.32
O -1.8113 0.3592 -0.9066 -0.3 0.4 0.6 -0.04
C -2.5313 2.2867 -2.1895 -0.1 1.1 -0.3 -0.08
B -1.0224 2.1403 -2.6450 -1.0 -0.8 0.2 -0.46
O -0.6133 1.2647 -3.5943 0.7 0.4 1.0 0.15
P 0.3647 3.2498 -1.7994 -1.0 -1.3 -1.2 0.58
O 1.0455 4.0087 -2.9347 -1.8 1.3 1.6 -0.67
O -0.3678 4.2371 -0.7496 1.0 -0.2 0.0 -0.17
O 1.3757 2.2579 -1.0623 -0.8 2.1 0.0 -0.11
H -3.1352 0.1884 1.2294 -0.5 0.0 0.5 0.19
H -1.8253 1.0411 1.6611 -0.6 0.1 0.6 0.06
H -2.6186 2.9981 0.5183 0.2 -0.3 0.0 0.10
H -4.1967 2.2565 0.4256 0.2 -0.1 -0.2 0.16
H -3.7688 0.7917 -1.3031 0.3 -0.2 0.0 0.14
H -1.1588 0.6540 -0.2569 0.4 -0.4 -0.3 0.06
H -3.1220 1.9116 -3.0438 0.0 -0.2 0.3 0.11
H -2.8140 3.3438 -2.0179 0.0 -0.3 0.3 0.11
H -0.4448 0.4094 -3.1418 -0.3 -0.3 -0.6 0.15
H -0.5142 3.7389 0.0807 -0.1 0.4 0.1 -0.02
H 0.9609 1.9995 -0.2186 0.8 -0.7 0.0 0.05
K 2.8326 3.9859 -4.1942 2.2 -0.5 -1.3 0.94
F -3.4135 1.2153 3.1867 1.0 0.2 -3.6 -0.12
Be -0.1427 5.8534 -3.9120 0.3 -0.6 0.6 0.45
F -3.4457 -0.0294 -3.0471 -0.1 0.3 0.3 -0.49
C 0.6689 3.9996 2.7727 0.5 0.4 0.4 -0.95
Cl 0.8572 3.8993 4.5103 0.0 0.0 -0.2 0.60
Cl -0.3697 2.6791 2.1588 0.3 0.2 -0.2 0.67
H 0.2051 4.9468 2.5188 -0.2 -0.1 0.0 0.04
H 1.6437 3.9185 2.3034 -0.1 -0.2 0.0 0.04
F 2.1469 -1.9720 -1.5597 -0.3 0.7 -0.4 -0.28
P 1.7776 -1.4279 -0.0523 0.0 -1.5 0.3 0.28
F 2.2554 0.0802 -0.6251 -1.2 0.5 -0.1 -0.36
F 2.2850 -2.9314 0.2838 -0.6 -0.2 0.5 -0.18
F 0.7045 -1.6305 1.1848 0.2 0.5 0.9 -0.21
F 0.3301 -1.0378 -0.7565 -0.3 0.3 -0.8 -0.21
F 2.8150 -0.9295 1.1193 -0.3 -0.3 0.5 -0.28
C 2.1201 -7.2226 2.0027 -2.0 -0.3 0.7 -0.22
C 1.7113 -5.9970 2.7806 0.7 0.5 0.1 -0.10
O 1.1910 -5.1479 1.7750 -0.1 -0.5 0.0 0.07
C 0.8069 -5.9275 0.7378 -0.1 0.7 -0.3 -0.52
O 0.1869 -5.5674 -0.1960 -0.1 -0.2 0.0 0.21
O 1.2533 -7.2229 0.9260 0.4 0.2 0.3 0.07
H 2.0352 -8.1486 2.5675 0.5 -0.2 -0.3 0.15
H 3.2664 -7.1206 1.5959 0.2 -0.2 -0.3 -0.12
H 0.9230 -6.2183 3.5093 0.0 -0.2 0.0 0.15
H 2.5452 -5.5208 3.2949 -0.1 0.2 -0.1 0.15
Cl 4.3557 -0.9763 -0.9445 2.6 0.1 -0.8 0.27
Al -0.7698 8.4664 -3.2348 -0.1 0.0 -0.1 0.63
Cl 4.2267 -7.6655 0.4359 0.5 0.1 -0.1 0.27
```
Forces are in eV/Å.

The max |F| comes out at 0.0729 Eh/bohr. As for the total charge: +1. Its molar mass is 684.9 u. As for the HOMO-LUMO gap: 1.66 eV. For the HOMO energy, the calculation gives -8.33 eV.

(5)
# C7H17BrO7P

A structure of composition C7H17BrO7P (ωB97M-V/def2-TZVPD, the Open Molecules 2025 dataset).

Geometry as XYZ:
```
33
Properties=species:S:1:pos:R:3:forces:R:3:lowdin_charge:R:1
Br -0.2667 1.4468 2.5894 0.5 3.2 1.5 0.02
C 4.4961 -3.5944 0.5301 -0.6 1.2 -0.8 -0.05
C 3.2142 -2.8076 -0.0377 2.2 0.1 1.7 -0.14
O 2.4430 -2.6073 1.1805 0.5 -1.6 0.3 0.03
C 1.3308 -1.9337 1.0704 -3.5 -0.4 1.2 -0.55
O 0.9533 -1.4101 0.0609 1.2 -1.7 0.2 0.08
O 0.5252 -2.1033 2.1739 3.6 -0.9 -0.5 -0.03
C -0.6203 -1.3069 2.4265 -0.5 -1.2 -1.0 -0.19
H 5.2556 -2.9027 0.8948 -0.2 0.1 0.2 0.06
H 5.0201 -4.1833 -0.2227 -0.4 -0.1 -0.2 0.06
H 4.1915 -4.2414 1.3527 -0.1 0.0 -0.2 0.07
H 2.8377 -3.3733 -0.8900 -1.1 0.0 0.6 0.12
H 3.3614 -1.7662 -0.3239 0.8 -0.3 -0.7 0.12
H -0.9023 -0.9458 1.4374 -0.7 0.1 0.4 0.05
H -0.4234 -0.4509 3.0719 0.1 -1.2 0.1 -0.16
H -1.3239 -2.0261 2.8458 -0.3 0.1 -0.1 0.09
C -3.0587 2.5599 0.7966 0.3 0.5 0.6 -0.14
O -2.7243 2.6758 -0.6021 -0.2 -2.0 -1.6 -0.25
P -2.4937 1.3390 -1.5730 -2.1 -0.5 -1.2 0.48
O -3.6943 0.5382 -2.0927 2.5 2.5 1.5 -0.31
O -1.5044 0.4313 -0.8305 -3.6 -1.5 -1.6 -0.20
C -0.2457 0.7013 -0.4482 3.3 1.0 1.0 -0.24
O -1.5305 1.8857 -2.7752 -0.5 0.7 0.9 -0.22
C -1.4459 3.2319 -3.2322 -0.8 0.5 0.0 -0.12
H -2.4834 3.3736 1.2384 -0.2 -0.2 0.3 0.07
H -2.7761 1.6527 1.3306 0.5 -0.2 -0.7 0.03
H -4.1149 2.6787 1.0382 -0.2 0.3 -0.7 0.07
H 0.2506 1.5513 -0.9163 -0.5 0.6 -0.1 0.10
H 0.4128 -0.1489 -0.6265 -1.1 1.4 -0.5 0.04
H -0.3651 0.8530 0.6246 1.1 0.2 -0.6 -0.13
H -1.6672 3.2370 -4.2995 0.1 0.0 0.0 0.08
H -0.5019 3.7490 -3.0602 0.5 -0.8 0.1 0.08
H -2.1500 3.8969 -2.7321 -0.4 -0.3 0.0 0.07
```
Forces are in eV/Å.

The max |F| comes out at 0.0818 Eh/bohr. As for the total charge: -1. Its molar mass is 324.1 u. As for the HOMO-LUMO gap: 6.89 eV. For the energy above the lowest of the compared OMol25 structures with the same formula, charge and spin, the calculation gives 71.8 kcal per mole. For the HOMO energy, the calculation gives -4.00 eV.

(6)
# C7H17I2N2

A structure of composition C7H17I2N2 (ωB97M-V/def2-TZVPD, the Open Molecules 2025 dataset).

Geometry as XYZ:
```
28
Properties=species:S:1:pos:R:3:forces:R:3:lowdin_charge:R:1
C -0.1584 -1.6871 2.2088 -0.8 0.0 4.1 -0.11
C 1.2812 1.5510 1.2675 0.8 -0.8 2.9 -0.07
C -0.7483 0.2454 -3.1754 1.3 0.6 -0.8 -0.03
C 1.4467 -0.4982 -0.1027 -0.8 2.7 1.4 -0.07
C 1.1814 0.0644 -1.5357 1.0 1.2 0.4 -0.08
C -0.0262 -0.2302 2.0736 -1.2 0.4 -3.7 -0.14
C -2.3673 0.1155 1.0090 1.0 -0.7 1.6 -1.21
N 0.7073 0.2332 1.0497 1.4 0.3 -1.8 -0.16
N -0.3445 0.0705 -1.7974 4.3 -1.6 1.9 -0.11
I -2.7971 -1.6698 -0.1349 -0.2 0.6 0.1 0.75
I -2.3659 2.0014 0.1015 -0.1 0.3 -0.5 0.81
H -0.4677 -2.2588 1.3632 0.1 0.0 -0.9 -0.01
H 0.8738 -1.9111 2.5644 -0.6 -0.8 -0.2 0.11
H -0.9329 -1.9741 3.0599 1.8 0.7 -1.7 0.15
H 0.5659 2.3003 1.5087 -0.7 0.4 0.2 0.06
H 2.0314 1.4514 2.0946 -0.8 0.2 -0.1 0.12
H 1.9175 1.9083 0.5478 1.0 0.6 -2.6 0.06
H -0.2679 -0.5587 -3.8447 -1.0 1.3 1.0 0.14
H -1.8324 0.1803 -3.0676 0.0 0.3 -1.1 0.09
H -0.2932 1.2880 -3.3688 -1.3 -1.6 -0.6 0.14
H 1.1745 -1.4828 -0.0679 -0.9 -2.7 0.1 0.08
H 2.4881 -0.4715 0.2156 0.2 0.2 -0.6 0.14
H 1.7244 -0.5635 -2.2644 -0.7 -0.1 0.3 0.14
H 1.6683 1.0819 -1.6860 -1.2 -1.0 0.3 0.15
H -0.1329 0.6006 2.7635 -0.5 -0.9 0.7 0.14
H -3.1281 0.2253 1.7893 0.0 -0.4 -0.4 -0.10
H -0.6722 0.8523 -1.2071 -0.8 -0.3 0.2 -0.03
H -0.5253 -0.8640 -1.3645 -1.4 0.9 -0.4 0.05
```
Forces are in eV/Å.

The max |F| comes out at 0.0963 Eh/bohr. As for the total charge: +1. Its molar mass is 383.0 u. As for the HOMO-LUMO gap: 7.25 eV. For the HOMO energy, the calculation gives -10.37 eV.